# 1
The following is a quantum chemistry calculation of the ion C4H11N2O with charge +1, from OMol25.

CARTESIAN COORDINATES (ANGSTROEM)
1 O -0.175 -2.024 0.657
2 N -0.193 -1.554 -1.563
3 N 0.491 0.209 1.570
4 C -0.557 1.255 -0.465
5 C -0.101 2.677 -0.151
6 C -0.002 -1.253 -0.273
7 C 0.423 0.196 0.053
8 H 1.446 0.383 -0.285
9 H -0.628 1.102 -1.540
10 H 0.157 -0.771 1.797
11 H 0.757 2.990 -0.747
12 H 1.431 0.339 1.937
13 H -0.926 3.351 -0.344
14 H -0.679 -2.409 -1.790
15 H -0.127 0.919 1.958
16 H -1.526 1.031 -0.017
17 H 0.271 -1.124 -2.346
18 H 0.198 2.789 0.887

Properties
energy relative to the best compared isomer or geometry (same formula, charge and spin) = 10.4 kcal per mole
LUMO = -3.2711 eV
F_max = 0.80 eV Å⁻¹
gap between HOMO and LUMO = 0.431 hartree
SMILES string = CC[C@@H]([NH3+])C(N)=O
total charge = +1
energy = -343.54766 hartree
M = 103.14 u
E_HOMO = -15.01 eV



# 2
The following is a quantum chemistry calculation of a structure of composition C4H11N2O, from OMol25.

CARTESIAN COORDINATES (ANGSTROEM)
1 O 2.473 -0.556 0.319
2 N -1.665 1.576 -0.487
3 N 0.329 0.685 1.038
4 C 1.431 -1.271 0.516
5 C 0.092 -0.666 0.486
6 C -0.320 -0.489 -1.000
7 C -1.818 0.223 -0.913
8 H -2.359 0.219 -1.911
9 H 0.307 0.143 -1.465
10 H 1.343 0.894 1.076
11 H -0.454 -1.422 -1.540
12 H -2.500 1.881 0.009
13 H -2.407 -0.381 -0.288
14 H 1.732 -2.253 0.894
15 H -1.253 2.219 -1.221
16 H -0.582 -1.339 0.977
17 H -0.743 1.292 0.451
18 H 0.173 0.583 2.078

Properties
energy relative to the best compared isomer or geometry (same formula, charge and spin) = 69.4 kcal per mole
LUMO = -3.5702 eV
F_max = 6.56 eV Å⁻¹
gap between HOMO and LUMO = 0.392 hartree
total charge = +1
energy = -343.45353 hartree
M = 103.14 u
E_HOMO = -14.24 eV



# 3
The following is a quantum chemistry calculation of a cluster of 2 separate species, C4H11N2O in total, from OMol25.

CARTESIAN COORDINATES (ANGSTROEM)
1 O 2.178 1.370 0.366
2 N -1.439 1.166 -0.908
3 N 0.380 -0.666 -1.578
4 C -1.973 -0.153 1.029
5 C 0.723 -1.459 0.656
6 C -0.008 -0.671 -0.339
7 C -1.154 0.163 0.005
8 H 0.077 -1.873 1.424
9 H -1.836 -1.017 1.650
10 H 1.171 -1.217 -1.885
11 H -2.854 0.436 1.219
12 H 1.408 -0.768 1.159
13 H 2.914 1.773 -0.107
14 H -0.664 1.765 -1.162
15 H 2.150 1.805 1.223
16 H 1.315 -2.249 0.199
17 H -2.268 1.700 -0.687
18 H -0.119 -0.105 -2.263

Properties
energy relative to the best compared isomer or geometry (same formula, charge and spin) = 26.8 kcal per mole
LUMO = -4.5695 eV
F_max = 0.94 eV Å⁻¹
gap between HOMO and LUMO = 0.319 hartree
total charge = +1
energy = -343.52151 hartree
M = 103.14 u
E_HOMO = -13.25 eV



# 4
The following is a quantum chemistry calculation of a cluster of 2 separate species, C4H11N2O in total, from OMol25.

CARTESIAN COORDINATES (ANGSTROEM)
1 O -1.162 -1.282 0.537
2 N 1.369 -0.741 -0.172
3 N -1.082 0.898 0.887
4 C 2.138 0.532 -0.173
5 C -0.537 -0.279 1.169
6 C -2.049 0.781 -0.194
7 C -1.907 -0.777 -0.567
8 H -1.680 1.209 -1.160
9 H -2.872 -1.315 -0.735
10 H -0.042 -0.558 2.109
11 H 1.659 -1.340 0.594
12 H 1.867 0.957 0.816
13 H -0.835 1.782 1.152
14 H -1.266 -0.822 -1.444
15 H 3.171 0.373 -0.197
16 H 1.284 -1.165 -1.037
17 H -3.085 1.075 -0.008
18 H 1.668 1.166 -0.930

Properties
energy relative to the best compared isomer or geometry (same formula, charge and spin) = 33.6 kcal per mole
LUMO (alpha / beta) = -3.2870 / -8.2926 eV
F_max = 4.47 eV Å⁻¹
gap between HOMO and LUMO (alpha / beta) = 0.224 / 0.191 hartree
multiplicity = 3
total charge = +1
energy = -343.29631 hartree
M = 103.14 u
E_HOMO (alpha / beta) = -9.39 / -13.48 eV



# 5
The following is a quantum chemistry calculation of an isolated molecule of C4H11N2O2, from OMol25.

CARTESIAN COORDINATES (ANGSTROEM)
1 O 1.464 -0.801 -3.267
2 O -0.696 1.880 2.139
3 N -1.042 -1.252 1.535
4 N 0.287 0.301 -1.510
5 C -0.843 -0.082 0.698
6 C -0.372 -0.661 -0.636
7 C 1.530 -0.049 -2.156
8 C 0.040 0.973 1.333
9 H 0.346 -1.462 -0.429
10 H -1.198 -1.109 -1.193
11 H 0.952 0.634 1.844
12 H -0.298 -1.919 1.590
13 H -1.285 -1.008 2.490
14 H -0.272 0.729 -2.235
15 H 0.476 1.532 0.497
16 H -1.418 1.409 2.573
17 H 2.184 -0.417 -1.403
18 H 1.969 0.912 -2.492
19 H -1.822 0.389 0.622

Properties
energy relative to the best compared isomer or geometry (same formula, charge and spin) = 43.0 kcal per mole
LUMO (alpha / beta) = 0.9160 / -1.6275 eV
F_max = 1.73 eV Å⁻¹
gap between HOMO and LUMO (alpha / beta) = 0.372 / 0.277 hartree
multiplicity = 2
energy = -418.88790 hartree
M = 119.14 u
E_HOMO (alpha / beta) = -9.21 / -9.17 eV



# 6
The following is a quantum chemistry calculation of an isolated molecule of C4H11N2O2P, from OMol25.

CARTESIAN COORDINATES (ANGSTROEM)
1 P -0.978 -0.725 -0.250
2 O -0.844 -0.424 -1.665
3 O 0.660 -0.443 0.713
4 N -2.083 0.149 0.605
5 N -1.319 -2.302 0.118
6 C 1.891 1.259 -0.476
7 C 1.821 -0.122 0.099
8 C 2.836 -0.979 0.118
9 C -2.456 1.468 0.121
10 H -0.783 -2.932 -0.462
11 H -3.538 1.599 0.237
12 H 1.212 1.331 -1.323
13 H 1.573 1.981 0.277
14 H 2.734 -1.957 0.551
15 H 3.803 -0.710 -0.269
16 H -2.018 0.070 1.608
17 H 2.902 1.493 -0.795
18 H -1.261 -2.548 1.091
19 H -1.941 2.283 0.643
20 H -2.212 1.509 -0.938

Properties
energy relative to the best compared isomer or geometry (same formula, charge and spin) = 0.0 kcal per mole
LUMO = 0.6865 eV
F_max = 3.92 eV Å⁻¹
gap between HOMO and LUMO = 0.340 hartree
SMILES string = C=C(C)O[P@](N)(=O)NC
energy = -760.40932 hartree
M = 150.12 u
E_HOMO = -8.57 eV



Copy entry 2 word for word.
The following is a quantum chemistry calculation of a structure of composition C4H11N2O, from OMol25.

CARTESIAN COORDINATES (ANGSTROEM)
1 O 2.473 -0.556 0.319
2 N -1.665 1.576 -0.487
3 N 0.329 0.685 1.038
4 C 1.431 -1.271 0.516
5 C 0.092 -0.666 0.486
6 C -0.320 -0.489 -1.000
7 C -1.818 0.223 -0.913
8 H -2.359 0.219 -1.911
9 H 0.307 0.143 -1.465
10 H 1.343 0.894 1.076
11 H -0.454 -1.422 -1.540
12 H -2.500 1.881 0.009
13 H -2.407 -0.381 -0.288
14 H 1.732 -2.253 0.894
15 H -1.253 2.219 -1.221
16 H -0.582 -1.339 0.977
17 H -0.743 1.292 0.451
18 H 0.173 0.583 2.078

Properties
energy relative to the best compared isomer or geometry (same formula, charge and spin) = 69.4 kcal per mole
LUMO = -3.5702 eV
F_max = 6.56 eV Å⁻¹
gap between HOMO and LUMO = 0.392 hartree
total charge = +1
energy = -343.45353 hartree
M = 103.14 u
E_HOMO = -14.24 eV



Please write out number 6 again, unchanged.
The following is a quantum chemistry calculation of an isolated molecule of C4H11N2O2P, from OMol25.

CARTESIAN COORDINATES (ANGSTROEM)
1 P -0.978 -0.725 -0.250
2 O -0.844 -0.424 -1.665
3 O 0.660 -0.443 0.713
4 N -2.083 0.149 0.605
5 N -1.319 -2.302 0.118
6 C 1.891 1.259 -0.476
7 C 1.821 -0.122 0.099
8 C 2.836 -0.979 0.118
9 C -2.456 1.468 0.121
10 H -0.783 -2.932 -0.462
11 H -3.538 1.599 0.237
12 H 1.212 1.331 -1.323
13 H 1.573 1.981 0.277
14 H 2.734 -1.957 0.551
15 H 3.803 -0.710 -0.269
16 H -2.018 0.070 1.608
17 H 2.902 1.493 -0.795
18 H -1.261 -2.548 1.091
19 H -1.941 2.283 0.643
20 H -2.212 1.509 -0.938

Properties
energy relative to the best compared isomer or geometry (same formula, charge and spin) = 0.0 kcal per mole
LUMO = 0.6865 eV
F_max = 3.92 eV Å⁻¹
gap between HOMO and LUMO = 0.340 hartree
SMILES string = C=C(C)O[P@](N)(=O)NC
energy = -760.40932 hartree
M = 150.12 u
E_HOMO = -8.57 eV



Copy entry 3 word for word.
The following is a quantum chemistry calculation of a cluster of 2 separate species, C4H11N2O in total, from OMol25.

CARTESIAN COORDINATES (ANGSTROEM)
1 O 2.178 1.370 0.366
2 N -1.439 1.166 -0.908
3 N 0.380 -0.666 -1.578
4 C -1.973 -0.153 1.029
5 C 0.723 -1.459 0.656
6 C -0.008 -0.671 -0.339
7 C -1.154 0.163 0.005
8 H 0.077 -1.873 1.424
9 H -1.836 -1.017 1.650
10 H 1.171 -1.217 -1.885
11 H -2.854 0.436 1.219
12 H 1.408 -0.768 1.159
13 H 2.914 1.773 -0.107
14 H -0.664 1.765 -1.162
15 H 2.150 1.805 1.223
16 H 1.315 -2.249 0.199
17 H -2.268 1.700 -0.687
18 H -0.119 -0.105 -2.263

Properties
energy relative to the best compared isomer or geometry (same formula, charge and spin) = 26.8 kcal per mole
LUMO = -4.5695 eV
F_max = 0.94 eV Å⁻¹
gap between HOMO and LUMO = 0.319 hartree
total charge = +1
energy = -343.52151 hartree
M = 103.14 u
E_HOMO = -13.25 eV